[1]
Density functional theory data (wB97M-V/def2-TZVPD) for a single C5H10O2 molecule.

Cartesian coordinates (Å):
H -0.59967 -0.44136 -1.56211
O 1.52427 -0.09050 0.56602
H -0.45295 0.34143 1.62275
H -1.77496 2.51808 -0.48536
H 0.97886 1.71902 -0.10611
C 0.94937 0.69114 -0.47202
C -1.73009 0.67693 -0.06908
H -1.19896 -1.19904 1.07342
O -1.89746 1.99798 0.31716
H 1.49546 -2.03325 1.19447
H 1.57751 0.61329 -1.37220
H 0.86851 -1.83781 -0.45071
C -0.45480 0.18429 -0.67139
H -2.58405 0.16179 -0.50661
H 2.61755 -1.64947 -0.13748
C -0.93839 -0.18757 0.79381
C 1.61978 -1.46494 0.26544

ΔE to the lowest compared entry with this formula, charge and spin, kJ/mol: 340.2
2S+1: 1
Net charge: 0
SMILES string: COC[C@H]1C[C@H]1O
HOMO energy, eV: -9.292
HOMO-LUMO gap, eV: 10.1

=====

[2]
Density functional theory data (wB97M-V/def2-TZVPD) for 3 unconnected molecules or ions with the total composition C5H10O2.

Cartesian coordinates (Å):
O 1.96329 -0.38666 0.60796
H 0.16947 -2.02084 -0.66038
O -1.22662 0.15537 0.80194
H 0.74924 -0.96931 2.23283
C -2.08655 0.51208 -0.14655
H 1.49153 0.65059 2.38500
H -0.48297 2.07471 0.14956
H 1.54370 -1.63666 -1.71178
H -0.05134 -0.96028 -2.07622
H -3.10870 0.28991 0.15627
C 0.05177 0.45845 0.67228
C 1.01251 -0.02846 -0.41654
H -1.32180 2.07822 -0.18455
H -1.80739 0.30861 -1.17827
C 1.06089 -0.06830 1.67940
H 1.41236 0.77379 -1.04782
C 0.63060 -1.23121 -1.26313

ΔE to the lowest compared entry with this formula, charge and spin, kJ/mol: 615.6
2S+1: 1
Net charge: 0
HOMO energy, eV: -8.243
HOMO-LUMO gap, eV: 8.9

=====

[3]
Density functional theory data (wB97M-V/def2-TZVPD) for a single C5H10O2 molecule at a distorted geometry.

Cartesian coordinates (Å):
C -0.40295 -1.40458 1.25916
C 0.68051 -1.05164 0.30358
H -0.39058 -0.67646 -1.45910
H 1.69687 -1.19074 0.69941
H -2.07528 2.34544 -0.34066
O -1.25050 0.63678 0.34907
H -1.04996 2.55658 1.10723
H -0.30192 2.28466 -0.49466
C 0.57923 -1.10976 -1.18085
H 1.58843 0.51282 -1.58418
C -0.20258 0.03414 1.03675
H -1.31537 -1.74349 0.77649
C -1.15143 2.02524 0.15213
H 0.63070 -2.13507 -1.54010
H -0.17038 -1.88793 2.19700
O 1.65306 -0.42374 -1.81089
H 0.68336 0.56901 1.27839

ΔE to the lowest compared entry with this formula, charge and spin, kJ/mol: 346.3
2S+1: 1
Net charge: 0
SMILES string: CO[C@H]1C[C@H]1CO
HOMO energy, eV: -8.626
HOMO-LUMO gap, eV: 9.5

=====

[4]
Density functional theory data (wB97M-V/def2-TZVPD) for 2 unconnected molecules or ions with the total composition C5H10O2.

Cartesian coordinates (Å):
H 0.63820 1.70988 -0.70122
H 1.22938 -2.18651 0.06618
H 2.70606 -1.19033 -0.05123
O 1.37576 1.08582 -0.56473
H -2.58628 -0.94305 0.32051
H 0.17747 1.03482 1.80086
H -1.41441 2.50044 0.25301
H -1.59840 1.35347 -0.71417
H 0.35439 -0.75534 2.14428
O -1.20587 2.24084 -0.65320
C 1.66711 -1.28758 -0.37746
H -1.78305 -1.03858 -1.35613
C -0.58013 -0.30340 0.19828
C -1.70893 -0.78093 -0.30078
C 0.21713 0.02298 1.39681
C 0.86194 -0.07392 0.00674
H 1.64963 -1.38861 -1.46774

ΔE to the lowest compared entry with this formula, charge and spin, kJ/mol: 281.1
2S+1: 1
Net charge: 0
SMILES string: C=C1C[C@]1(C)O.O
HOMO energy, eV: -9.518
HOMO-LUMO gap, eV: 10.3